Entry 1:
# C5H9NO

A 2-piece molecular cluster, C5H9NO overall in a non-equilibrium geometry (ωB97M-V with the def2-TZVPD basis set, the Open Molecules 2025 dataset).

```
16
Properties=species:S:1:pos:R:3:forces:R:3
C 2.011245 0.719027 0.086951 0.08 0.03 0.03
C 0.703171 0.068324 -0.379087 0.04 -0.06 -0.05
C -0.202936 -0.313335 0.793611 0.19 -0.22 0.08
C -1.338452 -1.237166 0.411411 0.53 -0.57 0.51
O -1.354187 -1.890236 -0.601607 0.58 -0.79 0.31
C -0.011215 0.956451 -1.313436 -0.48 0.55 -0.58
N -0.582468 1.660947 -2.031096 0.59 -0.63 0.68
H 2.542240 0.040653 0.762737 -0.09 0.09 -0.11
H 1.817778 1.655327 0.620705 0.00 -0.14 -0.08
H 2.663582 0.939834 -0.762437 -0.12 -0.03 0.12
H 0.916532 -0.853334 -0.930336 0.02 0.13 0.00
H 0.358245 -0.968564 1.473641 0.22 0.22 0.08
H -0.506686 0.564854 1.384343 -0.19 -0.33 -0.24
H -2.526527 0.253301 -0.106669 -0.67 0.93 -0.14
H -2.107521 -1.343824 1.210377 0.18 -0.19 -0.21
H -2.382800 -0.252259 -0.619108 -0.87 1.01 -0.41
```
Forces are in eV/Å.

Summary:
multiplicity = 1
SMILES = C[C@H](C#N)CC=O.[H][H]
orbital gap = 0.4036 Ha
LUMO energy = 0.767 eV

Here are the Mulliken charges for atoms 1 to 8, given in e: -1.511 0.881 -0.836 -0.278 -0.514 0.044 -0.455 0.379

***

Entry 2:
# C5H14CaN3S

C5H14CaN3S as an isolated structure in a non-equilibrium geometry (ωB97M-V with the def2-TZVPD basis set, the Open Molecules 2025 dataset).

```
24
Properties=species:S:1:pos:R:3:forces:R:3
C -0.589233 1.014582 -2.075520 1.64 1.59 -0.78
Ca -0.476895 -0.042649 -0.065894 -1.07 -2.69 3.02
N 0.931092 -1.657756 -1.334827 0.39 0.01 -0.21
H -0.297556 1.913107 0.569463 -0.13 0.58 0.14
H 0.168221 1.270309 -1.164857 -1.51 0.62 -3.00
H -1.224046 1.910316 -2.149488 0.23 -0.28 -0.09
H -1.241126 0.104141 -2.091774 0.50 0.50 0.18
H 0.083840 0.921375 -2.938856 -0.43 0.11 -0.04
H 0.644880 -2.529714 -0.874829 -0.01 0.00 0.02
H 1.901120 -1.470271 -1.045158 -0.16 -0.17 -0.08
H 0.964922 -1.866785 -2.340984 -0.15 0.12 0.32
C 0.360842 -1.856835 3.892292 -0.10 -0.18 0.23
N 0.138110 -0.411266 3.853431 0.46 0.00 -0.12
C -0.503377 0.327415 4.832918 0.01 0.39 -0.47
C -0.475699 1.627592 4.440424 0.58 -0.86 -0.68
N 0.220581 1.660629 3.231977 0.05 -0.65 0.66
C 0.629239 0.404756 2.875313 -0.21 0.37 0.57
S 1.657298 -0.081598 1.594485 0.25 -0.03 0.90
H 0.003477 -2.323930 2.959346 0.05 0.24 0.28
H 1.432051 -2.085426 4.009665 -0.35 0.18 -0.05
H -0.206282 -2.256135 4.753508 0.28 0.17 -0.49
H -0.923906 -0.141559 5.704347 -0.05 0.05 -0.08
H -0.877923 2.504383 4.889432 -0.15 0.30 0.14
H 0.367470 2.478918 2.655286 -0.12 -0.36 -0.36
```
Forces are in eV/Å.

Summary:
multiplicity = 1
orbital gap = 0.0963 Ha
LUMO energy = 2.898 eV
total charge = -1

Here are the Mulliken charges for atoms 1 to 8, given in e: -0.176 -1.961 -0.324 -0.308 0.071 0.340 0.006 0.301

***

Entry 3:
# C18H18N2

A 2-piece molecular cluster, C18H18N2 overall in a non-equilibrium geometry (ωB97M-V with the def2-TZVPD basis set, the Open Molecules 2025 dataset).

```
38
Properties=species:S:1:pos:R:3:forces:R:3
C -0.728450 -4.069904 -0.003108 1.29 -0.33 0.27
C 0.280485 -1.708356 0.107279 -0.96 0.19 -0.92
C -0.586465 -2.675832 0.493945 -0.91 -0.02 0.08
C -1.070742 -0.703594 1.590171 -0.82 -0.61 -1.63
C -1.528642 -2.058117 1.382798 1.71 0.32 1.07
C -1.745553 0.111538 2.476998 -0.52 0.57 0.86
C -2.537164 -2.598636 2.167195 -0.18 1.00 -0.32
C -2.836976 -0.405514 3.176291 0.59 0.15 -0.57
C -3.225418 -1.724593 3.001602 -0.77 -1.06 0.09
N -0.098911 -0.489260 0.629128 1.00 -0.44 0.96
H 0.981813 -1.778399 -0.707549 0.30 0.25 0.12
H 0.435787 0.338727 0.403851 -0.24 0.25 0.17
H -0.147511 -4.163930 -0.925447 -0.43 -0.18 -0.16
H -1.765646 -4.376053 -0.116288 -0.03 0.09 -0.27
H -1.514801 1.140430 2.728235 0.43 0.00 -0.52
H -2.803937 -3.633837 2.031046 -0.25 -0.15 0.16
H -3.376614 0.275379 3.819786 -0.12 -0.16 0.12
H -4.130894 -2.106496 3.469584 0.20 0.16 0.28
H -0.250907 -4.779978 0.690525 -0.25 0.03 -0.01
C 1.895309 2.419733 1.187074 -0.49 0.95 0.66
C 1.919778 1.381467 -2.337035 -0.78 0.04 -0.33
C 1.317425 2.059688 -1.265878 0.82 -1.34 0.36
C 2.281672 2.075321 -0.191295 -0.73 0.00 -0.96
C 3.468010 1.604351 -0.714606 0.57 -0.80 0.58
C 1.193162 1.137823 -3.524335 1.58 -0.49 0.15
C -0.168810 1.517140 -3.585638 -1.60 1.12 -0.31
C -0.045098 2.404777 -1.381150 -0.88 0.92 1.30
C -0.802490 2.216477 -2.554741 2.15 -0.79 0.24
N 3.188472 1.000304 -1.945892 -0.11 0.75 -0.88
H 3.897351 0.727799 -2.612106 -0.14 0.20 0.17
H 1.824158 0.764805 -4.334093 -0.77 -0.16 -0.29
H 4.481663 1.639687 -0.352243 -0.04 -0.21 0.25
H -0.814253 1.404740 -4.457663 0.64 -0.27 -0.28
H -0.485929 2.774864 -0.462809 -0.41 0.36 -0.09
H 1.278384 3.334045 1.131022 0.12 -0.19 0.38
H 2.692869 2.584779 1.900359 0.59 0.29 -0.13
H -1.764935 2.688935 -2.641531 -0.40 -0.36 -0.13
H 1.293809 1.669687 1.726518 -0.15 -0.08 -0.45
```
Forces are in eV/Å.

Summary:
multiplicity = 2
orbital gap (spin up / spin down) = 0.1026 / 0.2350 Ha
LUMO energy (spin up / spin down) = 3.158 / 3.144 eV
total charge = -1

Here are the Mulliken charges for atoms 1 to 8, given in e: -1.463 -0.802 0.776 -0.183 0.407 -0.236 -0.671 -0.629